[1]
Density functional theory data (ωB97M-V with the def2-TZVPD basis set) for C28H23NPPdSe2Te2 as an isolated structure at a distorted geometry.

The value obtained for the highest occupied orbital energy is -0.383 Ha. The LUMO energy is -6.019 eV. Its charge is +1. As for the HOMO-LUMO gap: 4.40 eV. For the total energy, the calculation gives -6943.49647 Eh. The strongest force on any atom is 1.758 eV/Å.

Last column: natural (NBO) charge in e.
Cartesian coordinates (Å):
Pd1 -1.9768 0.3155 0.0450  0.515
C1 4.6055 -0.9799 -1.6924  -0.182
C2 3.6606 -0.5349 -2.6041  -0.206
C3 2.4030 -0.1557 -2.1597  -0.181
C4 2.0822 -0.2177 -0.8040  -0.370
C5 3.0338 -0.6683 0.1085  -0.143
C6 4.2916 -1.0427 -0.3404  -0.208
P1 0.4488 0.4192 -0.3028  0.935
C7 0.3645 -0.3965 1.3659  -0.348
C8 0.3593 -1.7921 1.4202  -0.262
C9 0.2880 -2.4520 2.6372  -0.203
C10 0.2232 -1.7263 3.8215  -0.206
C11 0.2426 -0.3407 3.7768  -0.218
C12 0.3192 0.3224 2.5569  -0.170
C13 0.7154 2.1427 0.1523  -0.376
C14 1.9464 2.7353 0.2394  -0.171
C15 2.0565 4.0942 0.6004  -0.210
C16 0.9311 4.8302 0.8282  -0.154
C17 -0.3583 4.2511 0.7262  -0.074
C18 -1.5278 5.0289 0.8981  -0.174
C19 -2.7538 4.4571 0.7573  -0.203
C20 -2.8732 3.0729 0.4870  -0.274
C21 -1.7706 2.2810 0.3165  -0.093
C22 -0.4736 2.8738 0.4066  -0.025
H1 5.5880 -1.2796 -2.0330  0.227
H2 3.8994 -0.4848 -3.6580  0.226
H3 1.6638 0.1917 -2.8726  0.219
H4 2.8091 -0.7189 1.1651  0.221
H5 5.0305 -1.3849 0.3721  0.225
H6 0.4356 -2.3682 0.5024  0.225
H7 0.3017 -3.5347 2.6641  0.222
H8 0.1724 -2.2402 4.7724  0.226
H9 0.2078 0.2330 4.6943  0.227
H10 0.3389 1.4049 2.5379  0.222
H11 2.8424 2.1686 0.0199  0.228
H12 3.0347 4.5497 0.6776  0.228
H13 1.0054 5.8830 1.0731  0.223
H14 -1.4279 6.0820 1.1301  0.221
H15 -3.6520 5.0506 0.8712  0.223
H16 -3.8648 2.6485 0.4425  0.213
Se1 -4.2239 0.5999 -1.6026  -0.326
Te1 -6.1628 -0.1873 -0.5221  0.463
Te2 -5.4978 -0.4839 2.0393  0.438
Se2 -3.2260 0.1740 2.2572  -0.285
N1 -2.2421 -1.8966 -0.2705  -0.869
C23 -1.5334 -2.5764 -1.3432  0.203
C24 -1.0618 -3.8662 -1.1476  -0.274
C25 -0.3572 -4.5086 -2.1566  -0.186
C26 -0.1404 -3.8696 -3.3677  -0.208
C27 -0.6261 -2.5837 -3.5634  -0.178
C28 -1.3140 -1.9316 -2.5502  -0.266
H17 -2.0438 -2.3666 0.6087  0.404
H18 -3.2439 -1.9717 -0.4268  0.393
H19 -1.2398 -4.3685 -0.2027  0.216
H20 0.0157 -5.5113 -1.9951  0.227
H21 0.4048 -4.3709 -4.1562  0.228
H22 -0.4620 -2.0793 -4.5069  0.224
H23 -1.6683 -0.9197 -2.6937  0.224

Atoms 1-3, force components in eV/Å:
Pd 0.172 -0.193 -0.785
C 0.002 -0.009 0.046
C -0.021 0.003 -0.013


[2]
Density functional theory data (ωB97M-V with the def2-TZVPD basis set) for a 2-piece molecular cluster, C28H23O overall at a distorted geometry.

The value obtained for the highest occupied orbital energy is -0.385 Ha. The LUMO energy is -5.916 eV. Its charge is +1. As for the HOMO-LUMO gap: 4.57 eV. For the total energy, the calculation gives -1155.70413 Eh. The strongest force on any atom is 2.667 eV/Å.

Last column: natural (NBO) charge in e.
Cartesian coordinates (Å):
C1 1.4906 0.6634 1.9225  0.058
C2 2.6642 -0.1080 1.5904  -0.086
C3 3.9185 0.2063 2.2019  -0.121
C4 5.0738 -0.5140 1.9013  -0.226
C5 5.0373 -1.5488 0.9544  -0.103
C6 3.8166 -1.9005 0.3617  -0.222
C7 2.6546 -1.1884 0.6558  -0.131
C8 0.2016 0.4129 1.4603  -0.336
C9 -0.9994 1.1169 1.7399  0.081
C10 -2.2346 0.6438 1.0901  -0.169
C11 -3.2690 1.4704 0.5722  -0.093
C12 -4.4126 0.9343 -0.0243  -0.224
C13 -4.5790 -0.4506 -0.1580  -0.146
C14 -3.5678 -1.2856 0.3302  -0.211
C15 -2.4379 -0.7556 0.9461  -0.154
H1 1.6180 1.5110 2.6087  0.237
H2 3.9551 1.0261 2.9218  0.229
H3 6.0110 -0.2799 2.4074  0.242
H4 5.9480 -2.0860 0.6827  0.240
H5 3.7613 -2.7389 -0.3349  0.240
H6 1.7185 -1.4599 0.1589  0.218
H7 0.1073 -0.4784 0.8240  0.225
H8 -1.0674 1.6620 2.7059  0.254
H9 -3.1588 2.5516 0.6063  0.204
H10 -5.2055 1.5825 -0.4021  0.236
H11 -5.4592 -0.8820 -0.6353  0.238
H12 -3.6496 -2.3688 0.2516  0.236
H13 -1.6694 -1.4093 1.3597  0.214
H14 -1.0752 3.0950 1.8280  0.191
C16 -0.9636 4.2555 1.8591  -0.423
C17 -2.0891 4.9486 2.5392  -0.045
C18 -1.8601 5.9290 3.5110  0.291
O1 -0.5864 6.2736 3.8970  -0.460
C19 0.5071 5.6680 3.3223  0.312
C20 0.3681 4.6549 2.3680  -0.102
C21 1.5279 4.0955 1.8228  -0.200
C22 2.7860 4.5168 2.2382  -0.238
C23 2.9075 5.5662 3.1634  -0.186
C24 1.7705 6.1323 3.7230  -0.233
C25 -2.9104 6.6938 4.0447  -0.237
C26 -4.2027 6.4962 3.5783  -0.181
C27 -4.4491 5.5158 2.6075  -0.222
C28 -3.3979 4.7833 2.0792  -0.193
H15 -1.0141 4.4892 0.7857  0.229
H16 1.4251 3.2858 1.0996  0.201
H17 3.6860 4.0399 1.8462  0.218
H18 3.8839 5.9902 3.4051  0.230
H19 1.8048 6.9670 4.4245  0.241
H20 -2.6516 7.4867 4.7452  0.238
H21 -5.0010 7.1618 3.9085  0.230
H22 -5.4650 5.3391 2.2558  0.223
H23 -3.5945 4.0487 1.3068  0.188

Atoms 1-3, force components in eV/Å:
C -0.097 0.031 0.609
C 0.564 -0.169 -0.231
C -0.314 -0.104 -0.135


[3]
Density functional theory data (ωB97M-V with the def2-TZVPD basis set) for C28H24BrCl3GeMnN4O3 as an isolated structure.

The value obtained for the highest occupied orbital energy (alpha / beta) is -0.503 / -0.503 Ha. Its multiplicity is 6. The LUMO energy (alpha / beta) is -5.692 / -5.940 eV. The expectation value of S² is 8.75. Its charge is +2. As for the HOMO-LUMO gap (alpha / beta): 7.99 / 7.75 eV. For the total energy, the calculation gives -8708.25904 Eh. The strongest force on any atom is 0.920 eV/Å.

Last column: Löwdin spin population.
Cartesian coordinates (Å):
Mn1 1.1972 -0.5784 0.1767  4.679
Br1 2.8586 0.0119 3.0050  0.020
C1 1.1086 0.7196 2.9816  0.009
C2 0.4979 1.2278 4.1081  0.000
C3 -0.8012 1.6951 3.9727  0.005
C4 -1.4310 1.6508 2.7352  0.000
C5 -0.7313 1.1249 1.6724  0.007
N1 0.5168 0.6660 1.7984  0.029
C6 -1.3116 1.0765 0.2820  0.004
O1 -2.3610 1.5947 0.0392  0.006
O2 -0.5207 0.4799 -0.6328  0.047
H1 1.0211 1.2587 5.0527  0.000
H2 -1.3211 2.0927 4.8351  0.000
H3 -2.4358 2.0154 2.5778  0.000
C7 -5.1366 2.5013 -3.6078  0.000
C8 -4.6035 1.2888 -4.0214  0.000
C9 -3.3009 0.9510 -3.6736  0.000
C10 -2.5422 1.8395 -2.9093  0.001
C11 -3.0828 3.0540 -2.4840  0.000
C12 -4.3791 3.3828 -2.8408  0.000
Ge1 -0.7774 1.3392 -2.4615  0.002
C13 -0.1149 -0.1438 -3.4867  0.001
C14 -0.6559 -1.4302 -3.4001  0.001
C15 -0.2858 -2.4064 -4.3157  0.000
C16 0.6136 -2.1023 -5.3312  0.000
C17 1.1630 -0.8305 -5.4192  0.000
C18 0.8059 0.1478 -4.4962  0.000
C19 0.5481 2.7013 -2.2248  0.001
C20 1.7974 2.4004 -1.6788  0.009
C21 2.8387 3.3118 -1.7397  0.001
C22 2.6408 4.5428 -2.3562  0.000
C23 1.4014 4.8640 -2.8888  0.000
C24 0.3581 3.9443 -2.8303  0.000
H4 -6.1495 2.7642 -3.8839  0.000
H5 -5.1972 0.6065 -4.6172  0.000
H6 -2.8807 0.0118 -4.0114  0.000
H7 -2.5089 3.7295 -1.8602  0.000
H8 -4.8067 4.3219 -2.5136  0.000
H9 -1.3912 -1.6611 -2.6349  0.000
H10 -0.7215 -3.3976 -4.2602  0.000
H11 0.8733 -2.8555 -6.0654  0.000
H12 1.8503 -0.5899 -6.2209  0.000
H13 1.2286 1.1432 -4.5805  0.000
H14 1.9675 1.4467 -1.2075  0.007
H15 3.8076 3.0649 -1.3202  0.000
H16 3.4592 5.2481 -2.4250  0.000
H17 1.2446 5.8281 -3.3566  0.000
H18 -0.6033 4.1987 -3.2623  0.000
C25 0.6287 -3.2684 3.4648  0.000
N2 0.2167 -4.0355 2.2931  0.006
C26 0.2265 -3.5526 1.0536  0.013
N3 -0.1164 -4.3620 0.0387  0.004
O3 0.5388 -2.3513 0.8224  0.067
H19 0.0420 -3.5916 4.3200  0.000
H20 0.4390 -2.2150 3.2878  0.000
H21 1.6856 -3.4109 3.6823  0.000
H22 0.0055 -5.0105 2.4270  0.000
H23 -0.4340 -5.3051 0.1816  0.000
H24 -0.1405 -3.9861 -0.8923  0.000
Cl1 3.0648 -3.7812 -3.2679  0.003
C27 4.1293 -2.4721 -2.7388  0.002
Cl2 5.5422 -3.0992 -1.9323  0.003
Cl3 4.5528 -1.4072 -4.0510  0.002
C28 3.3605 -1.6873 -1.7438  0.039
N4 2.8247 -1.0422 -0.9705  0.029

Atoms 1-3, force components in eV/Å:
Mn -0.804 0.294 0.338
Br -0.017 0.018 0.034
C 0.165 -0.115 -0.149


[4]
Density functional theory data (ωB97M-V with the def2-TZVPD basis set) for C28H24BrCrN2O2PSe2Te as an isolated structure at a distorted geometry.

The value obtained for the highest occupied orbital energy (alpha / beta) is -0.007 / -0.032 Ha. Its multiplicity is 5. The LUMO energy (alpha / beta) is 4.291 / 4.287 eV. The expectation value of S² is 6.12. Its charge is -2. As for the HOMO-LUMO gap (alpha / beta): 4.48 / 5.16 eV. For the total energy, the calculation gives -10372.17323 Eh. The strongest force on any atom is 2.090 eV/Å.

Last column: Löwdin spin population.
Cartesian coordinates (Å):
Cr1 -0.2345 0.5899 0.8747  2.933
O1 -3.8270 -3.5143 0.5094  0.001
C1 -2.7001 -4.0883 1.0252  0.000
C2 -2.6411 -5.4482 1.2940  0.000
C3 -1.4678 -6.0074 1.7763  0.000
C4 -0.3564 -5.2102 1.9797  0.000
C5 -0.4183 -3.8477 1.7277  0.001
C6 -1.5902 -3.2742 1.2705  0.000
C7 -1.7331 -1.7754 1.0420  0.009
O2 -0.8533 -1.0390 1.7347  0.051
N1 -1.5730 -1.5748 -0.4212  0.076
N2 -1.0897 -0.3078 -0.7001  0.253
C8 -1.0959 0.1160 -1.9476  0.047
C9 -0.4740 1.2821 -2.3720  0.130
Br1 0.4883 2.2122 -0.9158  0.020
C10 -0.3166 1.8377 -3.6381  0.175
C11 -1.0212 1.5119 -4.8157  0.048
C12 -0.4604 1.8527 -6.0744  0.062
C13 -1.0489 1.4641 -7.2510  0.007
C14 -2.2419 0.7464 -7.2453  0.095
C15 -2.8578 0.4789 -6.0267  0.004
C16 -2.2789 0.8589 -4.8416  0.070
H1 -4.5494 -4.1530 0.4991  0.000
H2 -3.5171 -6.0668 1.1245  0.000
H3 -1.4312 -7.0674 1.9951  0.000
H4 0.5660 -5.6445 2.3351  0.000
H5 0.4447 -3.2143 1.8904  0.001
H6 -2.7781 -1.5111 1.3336  0.003
H7 -2.4353 -1.7847 -0.9289  0.008
H8 -1.5295 -0.5282 -2.7094  0.003
H9 0.4878 2.5582 -3.7368  0.012
H10 0.4727 2.4048 -6.0843  0.003
H11 -0.5858 1.7137 -8.1999  -0.002
H12 -2.6902 0.4205 -8.1745  0.008
H13 -3.8120 -0.0336 -6.0199  -0.002
H14 -2.8070 0.6959 -3.9148  0.005
Se1 -4.1290 0.8474 1.0784  0.005
P1 -2.1991 1.7138 1.4465  0.012
Se2 1.3104 1.2339 2.4832  0.017
C17 -2.0476 1.8394 3.2732  0.004
C18 -2.5024 0.7770 4.0468  0.002
C19 -2.2247 0.7234 5.3988  0.000
C20 -1.4925 1.7320 5.9999  0.002
C21 -1.0450 2.7991 5.2388  0.000
C22 -1.3175 2.8551 3.8862  0.001
C23 -2.3847 3.4778 0.9424  -0.002
C24 -3.5924 3.9810 0.4701  -0.001
C25 -3.6815 5.2682 -0.0260  0.000
C26 -2.5575 6.0753 -0.0811  -0.001
C27 -1.3494 5.5840 0.3866  0.001
C28 -1.2617 4.3024 0.8960  0.000
H15 -3.0756 -0.0136 3.5811  0.000
H16 -2.5753 -0.1185 5.9814  0.000
H17 -1.2654 1.6820 7.0577  0.000
H18 -0.4600 3.5867 5.6960  0.000
H19 -0.9360 3.6850 3.3059  0.000
H20 -4.4694 3.3488 0.4818  0.000
H21 -4.6364 5.6384 -0.3752  0.000
H22 -2.6149 7.0804 -0.4849  0.000
H23 -0.4571 6.1958 0.3455  0.000
H24 -0.2969 3.9448 1.2432  0.001
Te1 2.2162 -0.5468 0.8966  -0.060

Atoms 1-3, force components in eV/Å:
Cr 0.036 -2.059 -0.357
O -0.315 0.162 -0.128
C 0.497 -0.328 0.231


Question: Which of these has the lowest strongest force on any atom?
Answer: C28H24BrCl3GeMnN4O3


Question: What is the strongest force on any atom in the fourth record?
Answer: 2.090 eV/Å